The following is a quantum chemistry calculation of 8 unconnected molecules or ions with the total composition C39H90BN6O20 in a non-equilibrium geometry, from the OMol25 dataset.

Last column: Löwdin charge in e.
CARTESIAN COORDINATES (ANGSTROEM)
O1 -26.414698 37.561383 19.700752  0.15
C1 -27.381456 38.248748 19.561264  -0.37
O2 -28.413338 38.353183 20.393202  0.20
B1 -29.168339 39.593186 20.108467  -0.87
O3 -28.463305 40.228716 18.982138  0.24
C2 -27.429649 39.483604 18.619585  -0.38
O4 -26.606598 39.757105 17.807291  0.15
O5 -29.157457 40.466654 21.291860  0.23
C3 -30.394022 40.765928 21.653675  -0.37
O6 -30.744805 41.430380 22.583459  0.14
C4 -31.332277 39.919928 20.761052  -0.37
O7 -30.594347 39.284759 19.858808  0.20
O8 -32.521256 39.882784 20.865485  0.14
C5 -33.986799 42.544438 22.124744  -0.10
O9 -35.142774 43.320189 21.940876  -0.17
C6 -34.861413 44.564441 21.358571  -0.26
C7 -36.138345 45.316885 21.077809  -0.22
N1 -36.989260 45.482907 22.233509  -0.06
C8 -36.347200 46.049272 23.408392  -0.21
C9 -37.400884 46.433828 24.418306  -0.25
O10 -38.212482 45.338935 24.743182  -0.17
C10 -38.947972 45.522862 25.918266  -0.13
H1 -33.644927 42.006944 21.236748  0.07
H2 -34.217416 41.801128 22.888450  0.09
H3 -33.138823 43.134401 22.499042  0.08
H4 -34.331427 44.459966 20.400837  0.12
H5 -34.220293 45.120997 22.061284  0.11
H6 -36.681454 44.783525 20.290811  0.12
H7 -35.878395 46.285288 20.606887  0.11
H8 -37.792014 46.055509 22.003479  0.11
H9 -35.696204 46.901259 23.145633  0.12
H10 -35.673094 45.300470 23.835966  0.12
H11 -37.996568 47.284374 24.029471  0.12
H12 -36.955961 46.863676 25.331306  0.12
H13 -38.292576 45.743256 26.775983  0.09
H14 -39.438540 44.579104 26.149226  0.09
H15 -39.683233 46.333255 25.837491  0.09
C11 -31.220026 45.546846 20.562740  -0.14
O11 -30.993522 45.163929 21.879173  -0.19
C12 -29.642597 44.774270 22.108619  -0.22
C13 -29.489041 44.352081 23.538321  -0.21
N2 -29.540599 45.500794 24.418769  -0.06
C14 -28.994858 45.355600 25.728949  -0.23
C15 -29.080763 46.641950 26.530466  -0.23
O12 -30.425960 46.825148 26.930865  -0.19
C16 -30.712158 48.082637 27.471692  -0.13
H16 -32.212815 45.991961 20.500228  0.07
H17 -31.110461 44.732190 19.833722  0.09
H18 -30.541551 46.343732 20.205055  0.09
H19 -28.966692 45.588970 21.824955  0.12
H20 -29.454416 43.911448 21.451076  0.12
H21 -28.550890 43.805516 23.659450  0.13
H22 -30.288574 43.631023 23.755620  0.11
H23 -30.362468 46.064099 24.276994  0.12
H24 -27.934435 45.107151 25.619244  0.12
H25 -29.484232 44.612514 26.386303  0.11
H26 -28.799533 47.477549 25.872048  0.12
H27 -28.408998 46.590989 27.394858  0.12
H28 -31.273521 48.708137 26.761008  0.08
H29 -29.793453 48.612613 27.742667  0.08
H30 -31.367400 48.036518 28.345672  0.08
C17 -29.434921 41.535328 28.232460  -0.13
O13 -29.165525 40.468288 27.375208  -0.17
C18 -28.614840 40.846725 26.131919  -0.23
C19 -28.780467 39.714574 25.135945  -0.19
N3 -30.209560 39.395063 24.952077  -0.03
C20 -30.359757 38.074296 24.322891  -0.20
C21 -31.809314 37.646465 24.273415  -0.23
O14 -32.303727 37.378709 25.557323  -0.16
C22 -33.647126 37.062341 25.565382  -0.14
H31 -30.433018 41.475432 28.677669  0.08
H32 -29.398775 42.514197 27.740970  0.06
H33 -28.713168 41.547935 29.061210  0.08
H34 -27.546422 41.079914 26.259910  0.12
H35 -29.100894 41.743364 25.725095  0.11
H36 -28.278556 38.811080 25.480925  0.12
H37 -28.361419 40.026891 24.168666  0.12
H38 -30.567702 40.060832 24.277871  0.07
H39 -29.760450 37.329115 24.842619  0.12
H40 -30.026695 38.132677 23.275031  0.11
H41 -31.879670 36.739198 23.642928  0.12
H42 -32.399107 38.382739 23.701077  0.12
H43 -33.995429 37.028076 26.594534  0.09
H44 -33.850953 36.115689 25.039731  0.09
H45 -34.251584 37.813452 25.029637  0.07
C23 -23.563361 42.033494 18.517882  -0.13
O15 -23.588697 41.016576 19.472794  -0.17
C24 -23.285745 39.753655 18.932314  -0.24
C25 -23.325051 38.696961 20.018480  -0.21
N4 -22.226225 38.626815 20.953263  -0.04
C26 -20.980182 38.199118 20.350050  -0.25
C27 -19.889408 38.059656 21.390006  -0.23
O16 -19.676534 39.261086 22.106144  -0.20
C28 -19.121248 40.303550 21.331925  -0.11
H46 -23.991778 41.735960 17.553424  0.09
H47 -22.533535 42.378737 18.339139  0.08
H48 -24.156286 42.878953 18.867445  0.09
H49 -22.270926 39.765783 18.498751  0.11
H50 -23.972471 39.453562 18.132898  0.12
H51 -23.347316 37.731116 19.498069  0.12
H52 -24.299865 38.701019 20.507385  0.11
H53 -22.027964 39.502927 21.424053  0.11
H54 -20.581306 38.870054 19.566767  0.10
H55 -21.128988 37.246878 19.829871  0.12
H56 -18.946878 37.688390 20.966310  0.12
H57 -20.213307 37.336279 22.142081  0.12
H58 -19.880349 40.688164 20.645112  0.08
H59 -18.282845 39.912706 20.736342  0.09
H60 -18.725179 41.069165 21.990637  0.08
C29 -38.857806 42.303458 16.034800  -0.14
O17 -38.309954 41.287886 16.825969  -0.19
C30 -37.718715 40.243383 16.060520  -0.21
C31 -36.207091 40.441382 15.893461  -0.22
N5 -35.427571 39.550260 16.738346  -0.06
C32 -34.009490 39.937486 16.745407  -0.20
C33 -33.264628 39.253090 17.866805  -0.23
O18 -32.995428 37.931400 17.459169  -0.19
C34 -32.508845 37.047230 18.444212  -0.10
H61 -38.090717 42.881110 15.486670  0.09
H62 -39.290040 43.044192 16.706931  0.09
H63 -39.552952 41.906020 15.289957  0.08
H64 -38.231884 40.105643 15.103607  0.11
H65 -37.884033 39.342209 16.658504  0.12
H66 -36.020914 41.479250 16.173367  0.12
H67 -35.951951 40.322243 14.825628  0.11
H68 -35.462500 38.617122 16.344047  0.11
H69 -33.945201 41.015408 16.867759  0.12
H70 -33.546776 39.570267 15.819023  0.12
H71 -33.833566 39.305829 18.796390  0.11
H72 -32.314746 39.790818 17.986156  0.12
H73 -31.608084 37.434810 18.919999  0.07
H74 -32.315851 36.115492 17.917552  0.08
H75 -33.223072 36.871719 19.260178  0.09
C35 -29.124899 34.535864 21.909213  -0.16
O19 -28.996489 35.943785 21.947432  -0.12
H76 -29.241971 34.212053 20.871906  0.08
H77 -28.308700 34.014411 22.413753  0.07
H78 -30.051691 34.284208 22.430680  0.07
H79 -28.612725 36.314549 21.147327  0.05
C36 -35.414907 38.848030 22.107959  -0.07
C37 -36.922765 38.740299 22.333388  -0.43
C38 -37.311945 37.479275 23.096837  -0.23
O20 -38.705853 37.444178 23.259153  -0.19
C39 -39.252676 36.150587 23.414142  -0.11
N6 -37.403194 39.963355 23.012846  0.05
H80 -35.238904 39.540725 21.286968  0.07
H81 -35.034120 37.857750 21.844978  0.08
H82 -34.860449 39.265694 22.950198  0.06
H83 -37.379421 38.728342 21.339842  0.14
H84 -36.737291 37.513599 24.037077  0.13
H85 -36.965848 36.606052 22.525103  0.12
H86 -40.291683 36.232714 23.105001  0.09
H87 -39.104182 35.763558 24.425130  0.09
H88 -38.763101 35.453142 22.720786  0.08
H89 -36.997331 39.991345 23.948988  0.07
H90 -38.384157 39.783352 23.230280  0.06

Atomic forces in eV per Å
O -0.295 -0.847 -0.302
C 0.506 1.530 0.798
O 0.021 -0.456 -0.421
B 0.097 -0.313 0.046
O -0.348 -0.224 -0.025
C -0.292 -0.155 0.381
O 0.341 0.108 -0.594
O -0.105 0.580 0.098
C 0.174 -1.126 0.038
O 0.082 0.396 0.022
C -0.074 0.398 -0.344
O 0.312 0.359 0.220
O -0.136 -0.229 0.092
C 0.473 -0.322 0.586
O -0.236 0.120 -0.359
C 0.105 0.021 0.292
C -0.207 0.219 -0.520
N -0.164 0.071 0.225
C 0.240 -0.525 -0.301
C 0.053 0.987 0.315
O 0.082 -0.137 -0.109
C 0.181 -0.057 0.417
H -0.225 0.158 -0.194
H -0.027 -0.055 -0.092
H -0.102 0.109 -0.041
H 0.138 -0.059 0.084
H 0.106 0.121 -0.276
H -0.137 -0.143 0.237
H 0.300 -0.010 0.183
H -0.044 -0.125 -0.126
H -0.225 0.269 0.244
H -0.166 -0.074 0.057
H -0.180 -0.299 -0.160
H 0.271 -0.301 -0.077
H 0.018 0.107 -0.133
H -0.188 0.057 -0.156
H -0.053 -0.054 -0.073
C 0.045 0.729 -0.750
O 0.180 0.255 0.477
C -0.355 -0.676 -0.823
C -0.535 0.035 0.359
N 0.602 0.181 -0.729
C -0.225 0.391 0.718
C -0.084 0.219 -0.718
O -0.292 -0.432 0.259
C -0.156 0.777 -0.147
H -0.146 -0.324 0.012
H -0.166 -0.180 0.224
H 0.144 -0.139 0.344
H 0.041 0.036 0.153
H 0.244 0.060 0.089
H 0.133 0.197 0.039
H 0.078 -0.089 -0.055
H -0.208 -0.160 0.485
H -0.026 -0.204 0.150
H 0.093 -0.275 -0.344
H 0.225 -0.020 0.182
H -0.061 0.083 0.063
H 0.283 -0.082 -0.162
H -0.082 0.040 0.102
H 0.223 -0.462 0.104
C 0.107 0.507 0.605
O -0.257 0.015 -0.240
C 0.261 -0.191 -0.155
C -0.854 0.156 -0.169
N 0.512 -0.518 0.100
C -0.408 0.782 -0.326
C 0.256 -0.514 -0.811
O 0.512 0.394 0.198
C -0.855 0.052 -0.545
H -0.013 -0.368 -0.150
H 0.130 -0.101 -0.148
H 0.001 0.083 -0.065
H -0.013 0.033 -0.100
H -0.137 -0.005 0.151
H 0.137 0.064 0.058
H 0.410 -0.078 0.161
H -0.197 0.208 0.189
H 0.029 0.009 0.059
H 0.198 -0.432 0.035
H 0.092 -0.038 0.188
H -0.124 0.231 0.515
H 0.036 -0.186 0.058
H 0.039 -0.126 0.232
H 0.107 0.091 0.125
C 0.136 0.500 -0.412
O -0.363 -0.128 0.178
C 0.572 -0.400 0.057
C -0.508 -0.622 -0.571
N 0.650 0.179 0.182
C 0.408 -0.026 -0.547
C -0.358 -0.349 0.501
O 0.264 0.201 0.363
C 0.022 -0.732 -0.417
H -0.018 -0.215 0.097
H -0.044 -0.021 -0.035
H 0.066 -0.052 0.203
H -0.058 0.121 -0.083
H -0.208 0.284 0.073
H 0.085 0.031 -0.024
H 0.158 0.352 0.307
H -0.448 0.054 0.071
H -0.253 0.078 -0.017
H -0.016 -0.091 0.216
H -0.024 0.153 -0.211
H 0.017 0.058 0.012
H 0.161 0.386 0.014
H -0.031 0.110 -0.045
H -0.249 0.111 0.126
C 0.713 0.705 -0.106
O -0.168 -0.264 -0.265
C 0.147 -0.342 0.761
C -0.487 -0.167 -0.541
N 0.074 0.469 0.022
C -0.464 -1.010 0.155
C 0.515 0.504 -0.146
O -0.463 -0.356 -0.273
C -0.025 0.238 0.208
H 0.069 -0.319 -0.055
H -0.454 -0.255 -0.045
H -0.292 0.105 0.158
H -0.043 0.210 -0.038
H 0.069 -0.043 -0.132
H 0.246 -0.024 0.018
H 0.111 0.157 0.047
H -0.168 -0.082 0.173
H 0.105 0.085 -0.151
H 0.277 0.635 -0.124
H 0.021 -0.116 0.054
H -0.013 -0.094 0.297
H 0.163 -0.098 -0.154
H 0.107 -0.097 0.154
H -0.189 0.041 -0.188
C -0.481 0.429 -0.377
O -0.072 0.053 0.493
H 0.186 -0.348 0.090
H 0.178 0.055 -0.172
H 0.041 -0.040 0.030
H 0.094 -0.124 0.054
C -0.361 -0.082 -0.219
C 0.215 0.766 0.289
C 0.868 0.244 -0.554
O -0.137 -0.098 0.148
C 0.512 0.202 -0.558
N -0.467 -0.659 0.241
H 0.108 -0.113 -0.078
H 0.315 0.155 -0.022
H -0.132 -0.261 0.218
H -0.233 -0.123 0.107
H -0.379 -0.257 0.224
H -0.087 -0.055 0.085
H -0.162 -0.165 0.423
H -0.293 0.033 0.101
H -0.038 -0.008 0.038
H 0.337 0.109 -0.189
H -0.038 0.298 -0.269

Its charge is -1. The calculation puts the energy at -92469.5757 eV.